The following is a quantum chemistry calculation of C24H16Cl2N6O3V as an isolated structure at a distorted geometry, from OMol25.

Properties
* relative energy (zero: lowest compared OMol25 entry of this formula, charge and spin): 51.8 kJ/mol
* DFT total energy: -90967.001 eV
* E_LUMO (spin up / spin down): -0.0241 / -0.0305 hartree
* HOMO-LUMO gap (spin up / spin down): 5.98 / 6.66 eV
* HOMO energy (spin up / spin down): -6.6 / -7.5 eV

Geometry as ORCA input:
```
! RIJCOSX wB97M-V def2-TZVPD def2/J DEFGRID3
* xyz 0 4
V 0.27240 -0.11972 0.15524
Cl -3.00315 -5.05893 -3.26379
C -1.84055 -3.84070 -2.83137
C -2.04359 -3.13314 -1.64971
C -1.15519 -2.14595 -1.26808
N -1.21145 -1.37311 -0.06450
C -1.96363 -1.69493 1.01035
O -2.82508 -2.55074 1.14129
C -1.58423 -0.84894 2.23126
C -2.25664 -1.03281 3.42240
C -1.86571 -0.31181 4.53549
C -0.80624 0.57507 4.41852
C -0.18807 0.70615 3.19229
N -0.55630 0.01807 2.10021
C 0.00009 -1.90898 -2.06058
C 0.18724 -2.61508 -3.23471
C -0.74048 -3.57581 -3.62259
Cl -0.45532 -4.43028 -5.10787
N 0.91116 -0.96575 -1.49648
C 2.18647 -0.77879 -1.89765
O 2.77820 -1.21309 -2.87534
C 2.94135 0.12684 -0.91974
C 4.26223 0.44027 -1.14939
C 4.93007 1.25026 -0.24573
C 4.24309 1.72945 0.85726
C 2.92287 1.36552 1.02356
N 2.26855 0.56439 0.16855
H -2.90314 -3.35405 -1.03609
H -3.06465 -1.75121 3.43443
H -2.37512 -0.43844 5.48353
H -0.45762 1.16037 5.25872
H 0.63239 1.40090 3.07178
H 1.06526 -2.44137 -3.83699
H 4.72629 0.03774 -2.03949
H 5.97081 1.50685 -0.39886
H 4.71647 2.37387 1.58562
H 2.36002 1.73137 1.87112
N 0.26305 6.12792 -2.96593
C 0.13423 5.80904 -1.65122
O 0.24586 6.63041 -0.76420
C -0.04021 4.35100 -1.32289
C 0.16546 3.31303 -2.21785
C 0.04890 2.00610 -1.79429
N -0.23471 1.67196 -0.51165
C -0.54302 2.70030 0.31849
C -0.42205 4.02437 -0.03433
H 0.35333 7.10477 -3.18924
H 0.00629 5.49249 -3.69783
H 0.44070 3.48403 -3.25093
H 0.20275 1.18600 -2.47829
H -0.87912 2.42839 1.30690
H -0.62723 4.81009 0.67936
*
```